# 1
Entry from the OMol25 dataset: a structure of composition FHNP at a distorted geometry (ωB97M-V with the def2-TZVPD basis set).

Structure (ORCA input):
```
! wB97M-V def2-TZVPD RIJCOSX def2/J DEFGRID3
* xyz 0 1
N 0.79371 -0.63062 -0.12264
F -1.61001 1.15188 0.35785
P 0.42104 0.55439 0.70130
H 0.39526 -1.07566 -0.93651
*
```

Calculated values
* Kohn-Sham gap: 10.37 eV
* relative energy (zero: lowest compared OMol25 entry of this formula, charge and spin): 0.838 eV
* HOMO level: -0.4210 Eh

=====

# 2
Entry from the OMol25 dataset: the ion C3H6O2P with charge -1 at a distorted geometry (ωB97M-V with the def2-TZVPD basis set).

Structure (ORCA input):
```
! wB97M-V def2-TZVPD RIJCOSX def2/J DEFGRID3
* xyz -1 1
C -0.10012 -2.09820 -0.37546
C 0.25886 -1.09090 0.36837
P 1.68027 0.00659 0.03244
C 0.96686 1.90357 0.11488
O 2.58037 -0.31758 1.17530
O 2.13989 -0.02502 -1.35224
H -0.93082 -2.91982 -0.17722
H 0.13444 -2.16928 -1.44862
H 0.17792 -1.16384 1.48033
H 1.41763 2.22780 -0.75217
H -0.20825 2.02584 0.05028
H 1.39242 2.51269 1.00841
*
```

Calculated values
* Kohn-Sham gap: 8.75 eV
* relative energy (zero: lowest compared OMol25 entry of this formula, charge and spin): 0.656 eV
* SMILES string: C=C[P@@](C)(=O)[O-]
* HOMO level: -0.1654 Eh

=====

# 3
Entry from the OMol25 dataset: the molecule C5H9N at a distorted geometry (ωB97M-V with the def2-TZVPD basis set).

Structure (ORCA input):
```
! wB97M-V def2-TZVPD RIJCOSX def2/J DEFGRID3
* xyz 0 1
C -1.56655 2.47412 0.69365
C -1.06792 1.36345 0.16409
C 0.22307 0.67686 0.54488
N 0.57912 -0.30683 -0.44980
C 0.65123 -1.66033 -0.10866
C 1.08640 -2.61448 -0.91917
H -2.39438 3.00725 0.24347
H -1.29861 2.89186 1.65404
H -1.55400 0.89342 -0.69179
H 0.92944 1.47406 0.78721
H 0.02920 0.20585 1.51574
H 1.10294 -0.02068 -1.26100
H 0.16192 -1.85647 0.83914
H 1.76656 -2.58247 -1.76596
H 0.85921 -3.66378 -0.71877
*
```

Calculated values
* Kohn-Sham gap: 9.17 eV
* relative energy (zero: lowest compared OMol25 entry of this formula, charge and spin): 1.992 eV
* SMILES string: C=CCNC=C
* HOMO level: -0.2937 Eh

=====

# 4
Entry from the OMol25 dataset: the molecule C9H8INOS at a distorted geometry (ωB97M-V with the def2-TZVPD basis set).

Structure (ORCA input):
```
! wB97M-V def2-TZVPD RIJCOSX def2/J DEFGRID3
* xyz 0 1
C 1.98720 1.68099 -0.66835
C 0.89504 1.14439 0.04776
C -2.81684 -2.27647 3.07673
C -1.50875 -3.56189 2.01446
C -2.14898 -1.58985 2.16267
C 1.70030 1.82969 -1.98991
C -0.16220 0.83089 -0.74705
C 2.82688 2.01504 -3.02924
C -1.53142 0.73882 -0.45523
N -1.26380 -2.43166 1.55361
O -2.34228 -3.55282 3.06269
S 0.02910 1.48582 -2.34857
I -2.13180 0.55535 1.51695
H 2.90949 2.00365 -0.21207
H 0.92618 1.30589 1.10586
H -3.61705 -2.14201 3.93961
H -1.03371 -4.44292 1.76335
H 2.70186 1.19221 -3.73935
H 2.98464 3.07700 -3.46353
H 3.79599 1.91461 -2.48136
H -2.19986 0.22328 -1.10904
*
```

Calculated values
* Kohn-Sham gap (alpha / beta): 6.51 / 6.51 eV
* relative energy (zero: lowest compared OMol25 entry of this formula, charge and spin): 3.740 eV
* HOMO level (alpha / beta): -0.2422 / -0.2423 Eh

=====

# 5
Entry from the OMol25 dataset: a structure of composition C32H30AuCl5N3O4S (ωB97M-V with the def2-TZVPD basis set).

Structure (ORCA input):
```
! wB97M-V def2-TZVPD RIJCOSX def2/J DEFGRID3
* xyz 1 3
Au -1.02927 -0.14912 0.00027
C 4.41792 1.53613 -1.77185
O 3.71605 0.45283 -1.18012
C 2.95403 -0.31488 -1.98483
C 2.94878 -0.25889 -3.37269
C 2.12970 -1.11343 -4.10324
C 1.29730 -2.01820 -3.46808
C 1.28558 -2.06438 -2.07889
C 2.11117 -1.23003 -1.34703
N 2.06227 -1.29687 0.08039
C 1.49967 -0.34108 0.82780
N 1.34594 -0.57802 2.14970
C 0.15333 -0.20950 2.81176
C -1.04884 -0.02487 2.14035
C -2.19593 0.31469 2.84313
C -2.14167 0.44126 4.22380
C -0.95282 0.23120 4.90951
C 0.19685 -0.09541 4.20553
O 1.41610 -0.32904 4.75539
C 1.51050 -0.31877 6.17647
N 0.95219 0.72058 0.22594
C 0.98315 1.97264 0.89446
C -0.08038 2.85513 0.75826
C -0.06010 4.11799 1.33174
C 1.05242 4.51523 2.05070
C 2.14142 3.66220 2.17687
C 2.12199 2.40117 1.59910
O 3.16390 1.52730 1.63590
C 4.35957 1.95612 2.26242
H 4.86841 2.08393 -0.94954
H 3.73467 2.19255 -2.31534
H 5.20381 1.18406 -2.44302
H 3.58538 0.44253 -3.89239
H 2.15130 -1.06188 -5.18531
H 0.65778 -2.68058 -4.03708
H 0.61689 -2.74609 -1.56371
H 2.16885 -2.20624 0.50214
H 2.04776 -1.07369 2.67779
H -3.13309 0.48967 2.32712
H -3.03392 0.70759 4.77608
H -0.92838 0.33950 5.98371
H 2.54500 -0.54724 6.41079
H 0.86480 -1.07990 6.61770
H 1.25127 0.66270 6.57629
H -0.94968 2.54310 0.18616
H -0.90616 4.78066 1.21000
H 1.08923 5.49585 2.50653
H 3.01431 3.99309 2.72244
H 5.06983 1.14410 2.13727
H 4.21303 2.15160 3.32567
H 4.75714 2.85681 1.78678
Cl -0.72377 1.07102 -2.59833
C -1.29043 0.20943 -3.98641
C -2.19646 -0.79212 -3.86276
C -2.67619 -1.57467 -4.86657
Cl -3.83009 -2.80856 -4.54973
C -2.18135 -1.31979 -6.14929
Cl -2.71425 -2.26623 -7.47113
C -1.25201 -0.28791 -6.33932
Cl -0.64012 0.02238 -7.91018
C -0.80978 0.49037 -5.26617
Cl 0.30736 1.76819 -5.50222
O -2.13676 -2.81908 -1.58725
S -2.59038 -1.84544 -0.57938
C -3.12798 -2.75046 0.88877
C -4.61030 -2.42180 1.09042
C -5.19828 -2.18354 -0.30574
C -4.23139 -1.22213 -0.98985
H -2.48807 -2.47517 1.72603
H -2.95587 -3.79186 0.61373
H -4.71301 -1.52417 1.70266
H -5.10835 -3.23629 1.61453
H -6.20535 -1.76995 -0.27121
H -5.23921 -3.12020 -0.86589
H -4.28533 -0.21307 -0.57216
H -4.30170 -1.17304 -2.07536
*
```

Calculated values
* Kohn-Sham gap (alpha / beta): 7.86 / 6.08 eV
* <S²>: 2.02
* HOMO level (alpha / beta): -0.3725 / -0.3788 Eh

=====

# 6
Entry from the OMol25 dataset: a cluster of 2 separate species, C9H17N2 in total at a distorted geometry (ωB97M-V with the def2-TZVPD basis set).

Structure (ORCA input):
```
! wB97M-V def2-TZVPD RIJCOSX def2/J DEFGRID3
* xyz 1 3
C -0.96034 1.02690 1.43900
C -0.45239 0.31399 2.58644
C -1.61061 0.54852 0.43224
C 1.16134 -0.52809 -0.01163
C 0.93627 0.02875 -1.21497
C -0.06264 1.01083 3.77527
C 1.20686 1.53563 -1.47685
C -0.26599 -1.99846 -2.07330
C 0.11997 -0.50895 -2.27435
N -0.59860 -2.07703 2.35532
N -0.29327 -0.93163 2.41421
H -0.62705 2.03374 1.47533
H -1.87435 -0.47028 0.23755
H -2.15411 1.20754 -0.18246
H 1.08633 -1.54672 0.34652
H 1.79063 -0.09634 0.79147
H -0.74395 1.83130 3.77736
H 0.95928 1.29094 3.76673
H -0.40458 0.26200 4.57213
H 0.26841 1.99993 -1.41468
H 1.63168 1.76498 -2.42724
H 1.85699 1.83619 -0.62000
H 0.58574 -2.49840 -1.69091
H -0.53721 -2.39093 -3.02748
H -1.11545 -2.03425 -1.40754
H -0.77997 0.03431 -2.56192
H 0.75325 -0.66276 -3.17538
H 0.23013 -2.72975 2.16334
*
```

Calculated values
* Kohn-Sham gap (alpha / beta): 7.35 / 4.96 eV
* relative energy (zero: lowest compared OMol25 entry of this formula, charge and spin): 2.155 eV
* <S²>: 2.04
* HOMO level (alpha / beta): -0.4460 / -0.4695 Eh